Below is C23H21ClN5Tc as an isolated structure, with properties calculated with ωB97M-V/def2-TZVPD.

Atoms and positions in Å:
Tc  0.13505  0.77613  -0.50428
C  1.40739  3.25199  0.77489
N  0.11423  2.83173  0.16693
C  -1.10810  3.16276  0.94756
C  -2.16247  2.23799  0.44598
N  -1.83871  1.05628  -0.15853
C  -3.06284  0.37482  -0.38369
C  -3.33860  -0.86617  -0.93495
C  -4.67139  -1.21645  -1.03623
C  -5.69612  -0.36093  -0.60345
C  -5.42293  0.87405  -0.04704
C  -4.08581  1.20556  0.05396
N  -3.45703  2.36095  0.56776
C  2.44699  2.32921  0.23475
N  2.11422  1.13002  -0.32975
C  3.33151  0.43267  -0.53824
C  3.59303  -0.83955  -1.02336
C  4.92388  -1.20768  -1.11240
C  5.95723  -0.33797  -0.73399
C  5.69794  0.92933  -0.24516
C  4.36449  1.27804  -0.15457
N  3.74324  2.45665  0.32209
H  1.34379  3.12440  1.85672
H  1.62862  4.29962  0.57102
H  0.03401  3.31250  -0.73349
H  -1.38922  4.21128  0.84871
H  -0.91351  2.95892  2.00118
H  -2.56162  -1.53857  -1.26828
H  -4.93446  -2.17611  -1.46037
H  -6.72617  -0.67430  -0.70672
H  -6.21164  1.53562  0.28817
H  -3.93411  3.14715  0.99532
H  2.80684  -1.51972  -1.31970
H  5.17545  -2.19233  -1.48367
H  6.98479  -0.66637  -0.82437
H  6.49606  1.60216  0.04405
H  4.23179  3.26544  0.69054
Cl  0.08864  -1.09853  -1.85210
C  -0.24032  -2.43786  -0.73204
C  -0.53860  -3.69269  -1.22003
C  -0.82434  -4.66397  -0.27023
C  -0.80892  -4.34530  1.08387
C  -0.50183  -3.06009  1.51801
C  -0.19538  -2.07450  0.59161
C  0.23211  -0.69114  1.01264
H  -0.55560  -3.90965  -2.28171
H  -1.06558  -5.66811  -0.59368
H  -1.03396  -5.11080  1.81466
H  -0.48543  -2.83342  2.57843
H  1.28258  -0.66112  1.30926
H  -0.36915  -0.30197  1.83390

Forces on the atoms, in the same order (eV/Å):
0.068 0.243 0.330
-0.139 -0.115 -0.122
-0.065 0.047 0.179
0.145 -0.071 -0.134
-0.047 -0.252 -0.137
0.522 -0.104 -0.149
0.318 0.228 0.110
0.084 -0.086 -0.107
-0.169 0.030 0.032
0.005 -0.156 -0.077
-0.104 0.116 0.082
-0.001 0.221 0.128
-0.378 -0.043 0.046
-0.017 -0.244 -0.225
-0.438 -0.153 0.001
-0.283 0.242 0.116
-0.066 -0.074 -0.079
0.097 0.024 0.019
0.012 -0.160 -0.070
0.098 0.161 0.038
-0.027 0.247 0.145
0.476 -0.041 -0.004
-0.006 -0.024 0.047
0.031 0.043 -0.013
0.010 0.087 0.008
-0.025 0.042 -0.010
0.001 -0.024 0.065
-0.079 0.025 0.012
-0.007 0.015 0.007
0.016 -0.013 -0.006
0.018 -0.027 -0.016
-0.028 -0.021 -0.036
0.028 -0.003 0.009
0.005 0.026 0.012
-0.046 -0.001 -0.003
-0.036 -0.041 -0.008
0.013 -0.035 0.013
-0.010 -0.181 -0.345
0.044 -0.119 -0.060
0.011 0.038 -0.089
-0.014 -0.027 0.033
-0.001 -0.004 0.042
-0.073 -0.201 0.125
0.076 0.339 0.189
-0.037 0.138 -0.206
0.000 0.015 0.062
0.012 0.023 0.021
-0.004 0.009 -0.014
-0.001 -0.020 -0.051
0.020 -0.085 0.021
-0.007 -0.036 0.068

2S+1 = 2
Total charge = +3
HOMO-LUMO gap (alpha / beta) = 0.1911 / 0.2214 hartree
Highest occupied orbital energy (alpha / beta) = -17.60 / -17.70 eV

=====

Below is a 2-piece molecular cluster, C23H21ClNO2 overall, with properties calculated with ωB97M-V/def2-TZVPD.

Atoms and positions in Å:
Cl  -3.79837  3.12162  1.92499
C  -2.30167  2.56918  2.55242
C  -1.13848  3.33426  2.33682
C  0.08532  2.86169  2.82274
C  0.15085  1.61224  3.46629
N  1.40379  1.03590  3.74367
C  -1.02465  0.88403  3.73077
C  -2.25534  1.34693  3.25134
H  -1.20242  4.26559  1.77470
H  0.98846  3.46579  2.69502
H  1.36827  0.34363  4.48353
H  2.13284  1.73190  3.88636
H  -0.98336  -0.04441  4.30669
H  -3.16854  0.76757  3.38524
C  6.57726  -3.77487  7.31411
C  5.80770  -2.47462  7.06657
C  5.53115  -2.50179  5.58790
C  6.07891  -3.71631  5.08796
O  6.67159  -4.48878  6.03424
C  5.94011  -4.11672  3.74881
C  5.16611  -3.33527  2.92496
C  4.65240  -2.05767  3.35302
C  3.96415  -1.16242  2.49228
C  3.94757  -1.13543  1.07328
C  2.91680  -0.36518  0.42875
C  2.80138  -0.38622  -0.94076
C  3.69639  -1.18764  -1.70438
O  3.41254  -1.21940  -3.03195
C  2.24202  -0.35860  -3.25580
C  1.83476  0.23602  -1.90547
C  4.75743  -1.90015  -1.12125
C  4.91376  -1.80735  0.23952
C  4.83440  -1.68007  4.73145
H  7.60382  -3.60972  7.66955
H  6.07563  -4.43760  8.03206
H  4.88548  -2.46772  7.66140
H  6.39977  -1.60763  7.38193
H  6.43725  -5.03593  3.43385
H  4.96523  -3.67919  1.91034
H  3.38182  -0.38338  2.97756
H  2.22246  0.21717  1.04788
H  2.52596  0.40113  -3.99592
H  1.45504  -0.98291  -3.69920
H  0.79401  -0.00949  -1.66799
H  1.91172  1.33022  -1.93605
H  5.40030  -2.49697  -1.77217
H  5.78231  -2.27720  0.70318
H  4.42998  -0.72010  5.07494

Forces on the atoms, in the same order (eV/Å):
-0.443 0.170 -0.174
1.057 -0.458 0.279
-0.269 -0.707 0.408
-0.459 -0.253 -0.049
-0.541 0.104 -0.240
0.379 0.122 0.171
-0.122 0.460 -0.362
0.533 0.638 -0.209
0.013 -0.207 0.273
-0.250 -0.288 -0.061
0.097 0.264 -0.002
-0.234 -0.289 0.187
0.052 0.223 -0.303
0.256 0.217 0.069
0.432 -0.434 0.314
-0.143 0.463 0.430
0.049 -0.663 -0.508
-0.031 -0.162 0.622
-0.687 1.266 -0.829
0.205 -0.217 0.443
0.233 0.689 -0.137
0.096 -0.368 0.212
0.526 -0.366 -0.469
0.199 0.184 -0.176
0.071 0.067 -0.103
0.606 -0.559 -0.119
-0.642 -0.029 -0.488
0.108 0.406 1.689
-0.079 -0.154 -0.649
-0.446 0.454 0.080
-0.087 0.116 -0.509
-0.388 -0.284 0.459
0.042 -0.153 -0.113
-0.314 -0.044 -0.218
0.123 0.129 -0.365
0.125 0.088 -0.251
-0.139 -0.111 -0.166
-0.448 0.203 -0.036
-0.026 0.078 0.385
-0.091 -0.033 -0.026
0.227 -0.292 -0.206
0.038 -0.270 0.281
0.324 0.078 0.168
0.199 0.044 0.035
0.025 -0.233 0.161
0.004 0.321 0.374
-0.294 0.203 -0.169
0.116 -0.415 -0.105

Total charge = +1
HOMO-LUMO gap = 0.1943 hartree
Highest occupied orbital energy = -10.27 eV

=====

Below is C23H21F3N4O4PdS as an isolated structure, with properties calculated with ωB97M-V/def2-TZVPD.

Atoms and positions in Å:
Pd  -0.58249  -0.22269  -0.17590
C  -0.29663  2.88586  -1.06728
O  -0.42289  1.90484  -0.02830
C  -0.44650  2.30430  1.28321
C  -0.29151  3.62158  1.68139
C  -0.33899  3.93190  3.03283
C  -0.53615  2.93741  3.97889
C  -0.67748  1.62007  3.57824
C  -0.62709  1.29577  2.23106
N  -0.72459  -0.04413  1.74761
N  -0.75387  -0.95223  2.60742
C  -0.83625  -2.27090  2.30318
C  -1.02808  -2.80350  0.99942
O  -1.02804  -2.14542  -0.09843
C  -1.25496  -4.22095  0.87685
C  -1.21277  -5.03873  1.94741
C  -0.94585  -4.54654  3.26589
C  -0.86809  -5.42103  4.36453
C  -0.61136  -4.94318  5.62368
C  -0.42486  -3.56647  5.80886
C  -0.49763  -2.69529  4.74905
C  -0.76436  -3.16405  3.44880
H  0.69624  3.33306  -1.02855
H  -1.07275  3.64092  -0.94939
H  -0.44991  2.35181  -1.99623
H  -0.13056  4.39954  0.95076
H  -0.21892  4.96132  3.34229
H  -0.57455  3.18526  5.03061
H  -0.82602  0.82881  4.29785
H  -1.45458  -4.59011  -0.12047
H  -1.37762  -6.10287  1.82065
H  -1.01532  -6.48151  4.19690
H  -0.55166  -5.61912  6.46604
H  -0.21792  -3.18243  6.79963
H  -0.34450  -1.63762  4.90557
F  -0.68924  -1.96285  -4.46043
C  -0.67481  -0.61805  -4.44724
F  -1.51631  -0.19109  -5.38512
F  0.56481  -0.22680  -4.79561
C  -1.04139  -0.07967  -3.04123
O  -1.98216  0.66993  -2.90617
O  -0.21864  -0.50193  -2.15900
S  2.42364  0.20555  0.31151
C  2.39524  -1.46368  0.02570
N  2.69907  -2.33068  1.00989
C  2.51951  -3.77199  0.91863
C  2.73768  -4.20991  -0.51917
C  1.86056  -3.37887  -1.43852
N  2.08337  -1.96426  -1.17644
H  2.88727  -1.90172  1.89986
H  1.51426  -4.05399  1.25260
H  3.23675  -4.25017  1.58542
H  2.49656  -5.26708  -0.62842
H  3.78690  -4.07021  -0.78721
H  0.80404  -3.62125  -1.29045
H  2.10105  -3.57101  -2.48371
H  1.70311  -1.29623  -1.83374

Forces on the atoms, in the same order (eV/Å):
-0.197 0.012 -0.003
0.046 -0.011 0.022
-0.129 -0.153 -0.007
0.064 0.012 0.025
-0.024 -0.021 -0.025
0.002 -0.007 0.007
0.000 0.003 -0.003
-0.017 0.003 -0.006
0.033 0.006 -0.004
-0.011 0.024 0.023
0.044 -0.003 0.011
-0.015 0.015 -0.024
-0.043 -0.010 0.041
0.153 0.129 -0.038
-0.004 0.010 -0.017
-0.006 -0.004 0.019
0.002 0.004 -0.011
-0.001 -0.005 0.001
-0.001 -0.002 -0.001
0.000 0.004 -0.002
-0.006 -0.002 0.001
0.003 -0.006 0.000
0.002 -0.015 -0.003
-0.010 -0.008 -0.009
0.007 -0.018 -0.020
0.002 0.010 0.005
0.000 -0.001 -0.001
-0.002 0.001 -0.003
0.000 -0.003 0.000
0.002 -0.002 0.000
-0.001 0.002 -0.001
0.000 0.002 -0.001
0.000 0.001 0.000
0.000 -0.001 0.000
0.001 0.000 -0.001
0.014 -0.027 -0.027
-0.059 -0.016 0.010
0.020 -0.010 -0.008
0.017 0.000 -0.012
0.113 0.113 -0.072
-0.192 0.098 0.044
0.053 -0.122 0.022
0.127 -0.031 0.039
0.012 0.031 -0.063
-0.039 -0.016 0.006
-0.009 0.006 0.017
0.011 0.004 -0.003
0.001 0.019 -0.002
0.038 0.001 0.045
-0.002 -0.001 0.006
0.028 0.001 -0.004
0.007 0.003 -0.001
-0.002 0.000 0.001
0.001 -0.005 -0.001
-0.020 0.005 0.007
-0.002 0.002 0.000
-0.013 -0.022 0.024

HOMO-LUMO gap = 0.2466 hartree
Highest occupied orbital energy = -7.81 eV

=====

Below is one molecule with the formula C23H21N3O5S, with properties calculated with ωB97M-V/def2-TZVPD.

Atoms and positions in Å:
C  -0.51272  4.17371  1.24960
H  -0.81656  4.68474  2.16157
H  0.53236  4.41447  1.03603
H  -1.14667  4.50204  0.42026
O  -0.68444  2.79643  1.50716
C  -0.35906  1.91292  0.53823
C  -0.57144  0.56524  0.82607
C  -0.27158  -0.41965  -0.08851
C  0.23648  -0.08520  -1.33784
C  0.44460  1.25466  -1.63342
C  0.15170  2.24643  -0.71449
H  0.32609  3.27576  -0.98236
H  0.85360  1.53083  -2.59337
C  0.60562  -1.16134  -2.32459
N  1.92570  -1.68993  -2.02937
C  3.09587  -0.99384  -2.28426
O  3.16150  0.08817  -2.80868
C  4.18614  -1.87572  -1.80107
C  5.56044  -1.73520  -1.79294
C  6.28559  -2.79508  -1.25717
C  5.61224  -3.91148  -0.77429
N  4.29252  -4.04911  -0.78410
C  3.61069  -3.04351  -1.28691
C  2.12732  -2.92994  -1.42773
O  1.25201  -3.69505  -1.13524
H  6.15575  -4.74747  -0.35597
H  7.36277  -2.75652  -1.21618
H  6.03908  -0.84976  -2.18323
H  0.62019  -0.75822  -3.34065
H  -0.08742  -2.00326  -2.25968
H  -0.45215  -1.44648  0.19116
S  -1.22109  0.07842  2.43299
O  -0.28477  0.41464  3.46307
O  -1.60990  -1.29636  2.33129
N  -2.59907  1.02650  2.66535
C  -3.30827  1.36111  1.51493
C  -3.87189  2.61864  1.31455
C  -4.52878  2.90966  0.13144
C  -4.64302  1.97098  -0.88239
C  -4.10121  0.70795  -0.66490
C  -3.45234  0.39986  0.51248
H  -3.06452  -0.59082  0.68040
H  -4.19695  -0.04896  -1.42990
C  -5.34810  2.28668  -2.16720
H  -5.57751  3.34715  -2.23553
H  -6.28202  1.72872  -2.23190
H  -4.73336  2.00458  -3.02042
H  -4.95555  3.89418  -0.00240
H  -3.79860  3.37858  2.07567
C  -2.59260  1.90928  3.80567
H  -2.02504  1.41191  4.58753
H  -3.61716  2.06975  4.14250
H  -2.11438  2.86747  3.58599

Forces on the atoms, in the same order (eV/Å):
-0.003 0.204 -0.054
0.019 -0.006 -0.071
-0.035 -0.034 -0.002
0.025 -0.025 0.024
0.119 -0.179 -0.058
0.103 0.077 -0.134
-0.216 0.048 0.751
0.012 -0.001 -0.097
-0.050 0.047 0.009
-0.106 -0.156 0.080
-0.094 0.204 0.252
-0.007 0.112 0.019
0.044 0.012 -0.096
-0.023 0.121 0.047
-0.280 0.086 -0.184
-0.001 -0.035 -0.051
0.038 0.072 -0.038
0.137 -0.606 0.320
-0.183 -0.095 0.035
-0.115 0.159 -0.082
0.229 0.031 -0.006
-0.618 -0.264 0.100
0.885 0.583 -0.211
-0.268 -0.121 -0.058
0.067 -0.081 0.103
0.141 -0.012 0.016
0.085 -0.026 0.019
0.037 0.072 -0.029
-0.060 -0.097 0.092
0.095 0.095 -0.101
-0.044 -0.178 -0.037
0.109 -0.028 0.116
-0.014 0.324 0.012
-0.127 -0.023 -0.314
0.922 -0.560 -0.004
-0.627 0.012 -0.678
0.185 -0.134 0.263
-0.029 -0.085 -0.124
0.016 0.046 0.005
0.026 0.137 0.062
-0.274 0.046 -0.063
-0.062 -0.131 -0.058
-0.003 -0.107 -0.085
-0.021 -0.062 0.041
-0.033 0.061 -0.060
-0.082 0.008 -0.080
-0.007 0.026 -0.100
-0.042 0.084 -0.017
0.040 0.078 0.112
0.223 0.126 0.323
-0.116 0.191 0.120
0.019 -0.038 -0.048
-0.034 0.021 0.023

HOMO-LUMO gap = 0.2801 hartree
Highest occupied orbital energy = -8.22 eV

=====

Relative energy (zero: lowest compared OMol25 entry of this formula, charge and spin) per entry: 0.000, 0.000, 0.423, 0.726 eV